Version a
Molecular formula: C2H4ClFO
Method: DFT, the ωB97M-V functional and the def2-TZVPD basis

Computed properties:
HOMO energy = -10.53 eV
LUMO level = 0.5 eV
HOMO-LUMO gap = 11.01 eV

The geometry in ORCA input format:
```
! RIJCOSX wB97M-V def2-TZVPD def2/J DEFGRID3
* xyz 0 1
C 0.42 -0.01 -0.53
C -0.77 -0.27 0.40
H 1.48 0.58 0.95
H 0.06 0.85 -1.20
H 0.41 -0.88 -1.26
H -0.85 -1.35 0.77
O 1.84 0.24 -0.28
F -1.82 -0.19 -0.49
Cl -0.77 1.02 1.65
*
```

Version b
Molecular formula: C2H4ClFO
Method: DFT, the ωB97M-V functional and the def2-TZVPD basis

Computed properties:
HOMO energy = -9.70 eV
LUMO level = -0.2 eV
HOMO-LUMO gap = 9.52 eV

The geometry in ORCA input format:
```
! RIJCOSX wB97M-V def2-TZVPD def2/J DEFGRID3
* xyz 0 1
C 0.11 -1.03 0.67
C -0.98 2.36 -1.38
O 1.17 -0.49 -0.11
F -1.86 1.42 -0.94
Cl 0.32 2.42 -0.45
H 0.05 -0.84 1.80
H 0.16 -2.15 0.36
H -0.80 -0.47 0.16
H 1.85 -1.21 -0.10
*
```

Energies relative to the most stable structure are version a 0.0; version b 30.1, reported in kcal/mol.

Version a
Molecular formula: C2H5BrOS
Method: DFT, the ωB97M-V functional and the def2-TZVPD basis

Computed properties:
HOMO energy = -8.87 eV
SMILES = O=CBr.CS
LUMO level = 0.2 eV
HOMO-LUMO gap = 9.05 eV

The geometry in ORCA input format:
```
! RIJCOSX wB97M-V def2-TZVPD def2/J DEFGRID3
* xyz 0 1
C 0.93 -0.40 -0.74
C -1.54 0.36 0.43
O -0.93 -0.21 1.29
S 1.95 -0.74 0.74
Br -1.90 2.28 0.43
H 1.51 -0.70 -1.61
H 0.45 0.69 -0.73
H 0.19 -1.15 -0.60
H -1.89 -0.26 -0.41
H 1.25 0.12 1.20
*
```

Version b
Molecular formula: C2H5BrOS
Method: DFT, the ωB97M-V functional and the def2-TZVPD basis

Computed properties:
HOMO energy = -9.11 eV
SMILES = CS[C@H](O)Br
LUMO level = 0.7 eV
HOMO-LUMO gap = 9.83 eV

The geometry in ORCA input format:
```
! RIJCOSX wB97M-V def2-TZVPD def2/J DEFGRID3
* xyz 0 1
C -0.50 -0.40 1.38
C 0.14 0.55 -1.22
O 0.52 -0.78 -1.20
S 0.11 1.19 0.74
Br 1.29 1.59 -2.20
H -1.59 -0.18 1.79
H 0.08 -0.71 2.31
H -0.37 -1.16 0.63
H -0.94 0.66 -1.69
H 1.25 -0.76 -0.53
*
```

Energies relative to the most stable structure are version a 12.4; version b 0.0, reported in kcal/mol.

Version a
Molecular formula: C2H3F2IO
Method: DFT, the ωB97M-V functional and the def2-TZVPD basis

Computed properties:
HOMO energy = -10.17 eV
LUMO level = -0.5 eV
HOMO-LUMO gap = 9.65 eV

The geometry in ORCA input format:
```
! RIJCOSX wB97M-V def2-TZVPD def2/J DEFGRID3
* xyz 0 1
C -0.52 0.86 0.26
C 0.06 -0.42 -0.12
O 1.83 -0.30 -0.33
F -0.06 -1.42 0.74
F -0.25 -0.90 -1.36
I -2.71 0.49 0.14
H -0.34 1.39 1.21
H -0.31 1.41 -0.60
H 2.29 -1.09 0.05
*
```

Version b
Molecular formula: C2H3F2IO
Method: DFT, the ωB97M-V functional and the def2-TZVPD basis

Computed properties:
HOMO energy = -9.96 eV
SMILES = OC(F)(F)CI
LUMO level = -0.2 eV
HOMO-LUMO gap = 9.74 eV

The geometry in ORCA input format:
```
! RIJCOSX wB97M-V def2-TZVPD def2/J DEFGRID3
* xyz 0 1
C -0.22 -1.12 0.18
C -0.73 -0.11 -0.78
O 0.27 1.20 -0.78
F -0.73 -0.51 -2.07
F -1.95 0.46 -0.54
I -1.85 -2.50 0.75
H 0.61 -1.86 -0.27
H 0.23 -0.93 1.21
H -0.31 1.88 -0.38
*
```

Energies relative to the most stable structure are version a 10.7; version b 0.0, reported in kcal/mol.

Version a
Molecular formula: CH3ClOS2
Method: DFT, the ωB97M-V functional and the def2-TZVPD basis

Computed properties:
HOMO energy = -9.39 eV
LUMO level = -0.6 eV
HOMO-LUMO gap = 8.84 eV

The geometry in ORCA input format:
```
! RIJCOSX wB97M-V def2-TZVPD def2/J DEFGRID3
* xyz 0 1
C 0.45 -0.04 0.08
O 0.13 -2.33 1.43
S 2.23 -2.20 -0.65
S 1.22 -1.42 1.09
Cl 3.58 -0.69 -0.97
H 1.50 0.33 -0.30
H -0.03 0.73 0.69
H -0.33 -0.48 -0.47
*
```

Version b
Molecular formula: CH3ClOS2
Method: DFT, the ωB97M-V functional and the def2-TZVPD basis

Computed properties:
HOMO energy (spin up / spin down) = -8.20 / -10.06 eV
LUMO level (spin up / spin down) = -4.2 / -1.1 eV
HOMO-LUMO gap (spin up / spin down) = 3.96 / 8.93 eV

The geometry in ORCA input format:
```
! RIJCOSX wB97M-V def2-TZVPD def2/J DEFGRID3
* xyz 0 1
C -0.14 -0.53 -0.31
O 2.31 0.87 -0.60
S -0.31 1.04 0.57
S 1.54 1.86 0.14
Cl -3.06 -0.77 1.61
H -0.48 -0.39 -1.33
H -0.77 -1.25 0.20
H 0.91 -0.83 -0.29
*
```

Energies relative to the most stable structure are version a 0.0; version b 28.1, reported in kcal/mol.

Version a
Molecular formula: C3H12N2O
Method: DFT, the ωB97M-V functional and the def2-TZVPD basis

Computed properties:
HOMO energy (spin up / spin down) = -12.86 / -12.80 eV
<S²> = 0.75
LUMO level (spin up / spin down) = -6.2 / -9.7 eV
HOMO-LUMO gap (spin up / spin down) = 6.64 / 3.09 eV

The geometry in ORCA input format:
```
! RIJCOSX wB97M-V def2-TZVPD def2/J DEFGRID3
* xyz 1 2
C -1.98 -0.61 1.48
C -2.58 0.15 0.54
N -0.02 -0.40 -2.16
H -1.26 -1.39 1.25
H 0.52 -0.86 -0.44
H -2.20 -0.50 2.55
H -2.68 -0.19 -0.50
H -2.79 1.30 0.79
H -0.96 -0.21 -2.32
H 0.23 -1.02 -2.89
H 0.77 0.24 -2.02
N 1.80 1.19 1.14
C 2.18 0.15 0.23
O 1.24 -0.99 0.20
H 1.35 2.03 0.73
H 0.91 0.72 1.61
H 2.38 0.63 -0.77
H 3.10 -0.24 0.59
*
```

Version b
Molecular formula: C3H12N2O
Method: DFT, the ωB97M-V functional and the def2-TZVPD basis

Computed properties:
HOMO energy (spin up / spin down) = -13.21 / -13.17 eV
<S²> = 0.76
LUMO level (spin up / spin down) = -3.8 / -8.9 eV
HOMO-LUMO gap (spin up / spin down) = 9.40 / 4.25 eV

The geometry in ORCA input format:
```
! RIJCOSX wB97M-V def2-TZVPD def2/J DEFGRID3
* xyz 1 2
C -1.01 -1.08 0.68
C -0.49 0.36 0.98
C 0.00 1.15 -0.19
N 1.05 2.19 -0.35
N -2.32 -1.04 0.06
H -1.16 -1.80 1.60
H -0.29 -1.69 0.07
H 0.37 0.12 1.54
H -1.30 1.03 1.49
H 0.37 0.26 -0.69
H -0.96 1.50 -0.58
H 0.78 2.61 -1.26
H 1.56 2.75 0.33
H -2.39 -1.26 -0.93
H -2.96 -1.74 0.47
H 2.41 -0.94 -1.68
H 2.13 -0.60 -0.27
O 2.42 -1.36 -0.86
*
```

Energies relative to the most stable structure are version a 26.8; version b 0.0, reported in kcal/mol.

Version a
Molecular formula: C3H5NO3
Method: DFT, the ωB97M-V functional and the def2-TZVPD basis

Computed properties:
HOMO energy = -10.09 eV
SMILES = NC(=O)COC=O
LUMO level = 0.8 eV
HOMO-LUMO gap = 10.91 eV

The geometry in ORCA input format:
```
! RIJCOSX wB97M-V def2-TZVPD def2/J DEFGRID3
* xyz 0 1
N 1.33 1.18 -0.22
C 0.47 0.79 0.76
O 0.05 1.53 1.64
C 0.08 -0.69 0.72
O -1.24 -0.87 0.18
C -1.34 -0.77 -1.14
O -0.44 -0.52 -1.90
H 1.33 0.65 -1.09
H 1.50 2.17 -0.29
H 0.79 -1.29 0.15
H 0.01 -1.05 1.75
H -2.38 -0.96 -1.45
*
```

Version b
Molecular formula: C3H5NO3
Method: DFT, the ωB97M-V functional and the def2-TZVPD basis

Computed properties:
HOMO energy (spin up / spin down) = -7.80 / -8.48 eV
LUMO level (spin up / spin down) = -1.0 / -0.5 eV
HOMO-LUMO gap (spin up / spin down) = 6.80 / 8.03 eV

The geometry in ORCA input format:
```
! RIJCOSX wB97M-V def2-TZVPD def2/J DEFGRID3
* xyz 0 1
C -2.39 -0.52 2.25
C 0.00 -0.77 -0.60
C 1.70 1.87 -0.64
N 1.01 -0.06 -1.22
O -3.02 -1.39 1.86
O -1.69 0.33 2.56
O 1.24 -0.28 -2.41
H -0.44 -1.45 -1.37
H -0.74 -0.08 -0.21
H 0.27 -1.37 0.31
H 2.72 1.77 -0.84
H 1.33 1.95 0.31
*
```

Version c
Molecular formula: C3H5NO3
Method: DFT, the ωB97M-V functional and the def2-TZVPD basis

Computed properties:
HOMO energy = -9.79 eV
SMILES = C[C@@H]1ONC(=O)O1
LUMO level = 0.8 eV
HOMO-LUMO gap = 10.61 eV

The geometry in ORCA input format:
```
! RIJCOSX wB97M-V def2-TZVPD def2/J DEFGRID3
* xyz 0 1
C 0.23 1.78 0.12
C -0.09 0.41 0.32
C -0.67 -1.40 -0.79
H 0.74 2.01 0.94
H -0.52 2.50 -0.12
H 1.08 1.72 -0.61
H -0.80 0.17 1.10
H 0.61 -2.69 0.33
N 0.09 -1.65 0.53
O 0.93 -0.53 0.62
O -1.02 -2.29 -1.51
O -0.59 -0.03 -0.93
*
```

Energies relative to the most stable structure are version a 0.0; version b 156.5; version c 76.9, reported in kcal/mol.